# 1
A single C6H9N molecule. Source: the Open Molecules 2025 dataset; level of theory: ωB97M-V/def2-TZVPD.

XYZ file:
```
16
Properties=species:S:1:pos:R:3:forces:R:3:mulliken_charge:R:1
C -1.791 1.824 -0.617 -1.7232 0.7820 0.3919 -1.243
C -0.982 0.600 -0.340 1.3949 0.5369 1.8276 0.729
C -1.018 -0.016 0.905 -0.3767 -0.3195 -0.5752 -0.625
N 0.079 -0.816 1.018 1.3117 -0.2455 -0.4240 -0.052
C 0.922 -0.645 -0.068 -0.4531 0.1373 1.1758 0.188
C 2.286 -1.230 0.022 0.1316 -0.5393 -0.4525 -1.265
C 0.291 0.230 -0.896 -0.8039 0.5125 -1.0839 -0.597
H -1.442 2.621 -1.265 0.6322 -0.5898 -0.6939 0.354
H -1.976 2.441 0.279 0.2828 -0.6124 0.2265 0.296
H -2.819 1.595 -0.923 0.1662 -0.1049 -0.3432 0.290
H -1.738 0.064 1.703 -0.0534 -0.0332 -0.0391 0.406
H 0.425 -1.434 1.739 -0.8408 0.3528 0.2866 0.196
H 2.966 -0.782 0.752 -0.2976 0.4512 -0.0566 0.281
H 2.744 -1.155 -0.958 0.2819 -0.1521 -0.0700 0.315
H 2.252 -2.286 0.317 -0.0947 -0.0076 -0.2858 0.355
H 0.590 0.623 -1.858 0.4422 -0.1684 0.1158 0.371
```
Forces are in eV/Å.

Summary:
structure (SMILES)	Cc1c[nH]c(C)c1
LUMO energy	1.03	eV
total charge	0
energy above the lowest of the compared OMol25 structures with the same formula, charge and spin	0.663	eV
molecular weight	95.14	g/mol

***

# 2
C23H26N7OSSe3TaTe as an isolated structure. Source: the Open Molecules 2025 dataset; level of theory: ωB97M-V/def2-TZVPD.

XYZ file:
```
63
Properties=species:S:1:pos:R:3:forces:R:3:mulliken_charge:R:1
Ta 0.438 1.330 -0.002 -0.3543 -0.2476 -0.4064 0.618
C 1.489 -1.845 -2.922 0.0106 0.0092 -0.0044 -0.940
C 1.408 -3.073 -2.262 -0.0382 -0.0229 -0.0300 -0.601
C 0.980 -3.081 -0.962 0.0031 0.0068 0.0005 -0.480
C 0.670 -1.879 -0.304 0.0517 -0.0520 0.0065 -0.047
N 0.792 -0.690 -0.926 -0.0652 0.0093 -0.1877 0.603
C 1.182 -0.707 -2.231 0.0053 -0.0077 0.0335 -0.271
N 0.250 -2.019 0.991 0.0010 0.0134 0.0384 -0.231
C 0.337 -1.095 1.866 0.0197 0.0513 0.0241 0.218
N 0.797 0.228 1.686 0.2094 -0.1965 0.0751 0.625
C 0.921 0.800 2.987 -0.1146 0.0003 -0.0559 -0.313
N 1.376 1.939 3.303 -0.0449 -0.0356 0.0451 -0.327
C 1.998 2.808 2.437 0.0309 0.0292 0.0304 0.384
C 2.747 3.801 3.078 0.0174 0.0056 -0.0439 -0.574
C 3.540 4.653 2.351 -0.0295 -0.0277 -0.0052 -0.369
C 3.576 4.482 0.971 0.0221 0.0158 0.0226 -1.050
C 2.782 3.524 0.400 -0.0469 -0.0575 -0.1023 -0.246
N 1.949 2.698 1.086 0.0673 0.1303 0.1753 0.460
C 0.399 -0.158 3.963 -0.0183 0.0224 0.0475 -0.148
C 0.284 -0.059 5.338 -0.0082 -0.0001 -0.0083 -0.225
C -0.228 -1.164 6.005 -0.0064 -0.0107 0.0028 -0.659
C -0.593 -2.324 5.317 0.0000 0.0033 0.0038 -0.669
C -0.458 -2.417 3.938 0.0009 0.0221 0.0050 -0.230
C 0.036 -1.304 3.282 -0.0593 -0.0692 -0.0092 0.087
H 1.800 -1.772 -3.955 -0.0045 0.0033 0.0070 0.533
H 1.664 -3.996 -2.766 0.0030 0.0127 0.0026 0.472
H 0.882 -3.993 -0.390 -0.0080 0.0096 0.0072 0.590
H 1.253 0.247 -2.727 -0.0258 0.0207 -0.0196 0.264
H 2.691 3.838 4.155 -0.0087 -0.0086 0.0062 0.558
H 4.128 5.418 2.840 -0.0007 -0.0037 -0.0061 0.457
H 4.201 5.093 0.336 -0.0028 -0.0061 0.0011 0.454
H 2.791 3.401 -0.669 -0.0130 0.0017 0.0216 0.589
H 0.581 0.839 5.863 -0.0006 -0.0044 -0.0044 0.570
H -0.342 -1.132 7.080 0.0009 -0.0003 -0.0082 0.440
H -0.982 -3.165 5.874 0.0010 0.0049 -0.0010 0.437
H -0.724 -3.317 3.400 0.0023 0.0031 0.0035 0.559
Se -1.308 2.410 1.483 -0.0329 0.2525 0.1264 0.035
Se -2.228 3.898 -0.086 0.0458 -0.0352 -0.0041 -0.140
Te -0.120 4.748 -1.125 0.0253 0.0696 0.0167 0.201
Se 0.885 2.640 -2.143 -0.0149 0.0656 -0.1754 -0.524
O 3.058 0.758 -0.589 0.0136 -0.0336 -0.0187 -0.397
H 3.694 0.304 -0.023 -0.0250 0.0141 0.0371 0.279
H 3.550 1.080 -1.354 0.0317 0.0235 0.0308 0.293
C -2.219 1.275 -3.736 -0.0051 -0.0019 0.0059 -0.795
N -2.525 -0.104 -3.350 0.0204 0.0646 0.0412 0.177
C -3.551 -0.726 -4.199 0.0111 0.0206 0.0015 -1.172
C -2.207 -0.574 -2.147 -0.1243 -0.2072 -0.0196 0.540
S -1.908 0.562 -0.820 0.2243 0.1198 0.2535 -0.257
N -2.321 -1.881 -1.887 0.1072 0.0528 -0.0002 0.413
C -2.214 -2.912 -2.921 0.0265 0.0174 0.0125 -1.395
C -2.630 -2.418 -0.559 0.0117 -0.0277 -0.0003 -1.197
H -2.155 1.314 -4.822 0.0195 -0.0003 0.0046 0.435
H -1.274 1.589 -3.312 0.0463 0.0315 0.0274 0.045
H -3.009 1.948 -3.398 -0.0086 -0.0104 -0.0148 0.379
H -4.234 0.063 -4.509 0.0112 -0.0030 -0.0112 0.418
H -4.116 -1.461 -3.639 -0.0188 0.0078 0.0057 0.424
H -3.119 -1.183 -5.089 -0.0067 -0.0091 0.0031 0.339
H -1.718 -2.513 -3.801 0.0055 -0.0042 -0.0046 0.390
H -3.184 -3.324 -3.198 0.0113 -0.0042 0.0079 0.391
H -1.609 -3.719 -2.511 0.0292 -0.0141 0.0093 0.437
H -2.789 -1.615 0.151 0.0064 -0.0316 -0.0040 0.376
H -1.823 -3.060 -0.208 -0.0045 0.0134 -0.0088 0.374
H -3.541 -3.013 -0.641 -0.0029 0.0048 0.0108 0.393
```
Forces are in eV/Å.

Summary:
LUMO energy	-7.22	eV
total charge	+2
energy above the lowest of the compared OMol25 structures with the same formula, charge and spin	0.000	eV
molecular weight	994.00	g/mol

***

# 3
C29H55AlCl12O2P as an isolated structure. Source: the Open Molecules 2025 dataset; level of theory: ωB97M-V/def2-TZVPD.

XYZ file:
```
100
Properties=species:S:1:pos:R:3:forces:R:3:mulliken_charge:R:1
C 6.511 1.455 0.276 -0.1453 -0.6582 0.3120 -0.479
C 5.939 0.425 0.928 -0.1312 0.1163 -0.7538 -0.453
Al 4.016 -0.168 0.512 1.0337 -0.7964 0.5446 -0.331
C 4.173 -1.502 -1.002 -0.4652 0.0398 -0.4508 -0.969
C 3.252 -1.545 -2.238 0.2330 -0.6755 0.1072 -1.190
C 1.740 -1.388 -2.023 0.1960 -0.1109 -0.6008 2.858
C 0.880 -2.460 -2.716 -0.2566 1.1658 0.0379 -1.483
C -0.529 -1.890 -2.938 0.2103 -0.5494 0.3493 1.584
C -1.496 -2.833 -3.671 -0.3397 0.6180 -0.2462 -1.402
C -2.736 -3.290 -2.885 0.3477 0.1208 -0.0610 -0.971
C -3.380 -2.208 -2.011 -0.0651 0.0495 -0.3150 -0.475
C -3.502 -0.815 -2.658 -0.2533 0.3050 0.4486 -0.831
C -3.220 0.289 -1.631 0.0315 -0.1317 -0.0112 0.298
C -4.393 0.543 -0.673 0.2681 0.2014 -0.1668 -1.031
C -5.186 1.806 -1.020 -0.0734 -0.1531 0.5635 -0.732
C -4.581 3.083 -0.410 -0.5785 -0.2962 -0.4323 -0.782
C 3.529 -1.191 2.220 -0.3489 0.3482 -0.6470 -0.879
C 2.037 -1.321 2.565 1.0217 -0.4746 0.8145 0.460
C 1.759 -2.500 3.518 -0.2151 0.4067 -0.3527 -0.935
C 1.773 -3.881 2.834 -0.4675 0.4926 0.7244 -0.304
C 0.532 -4.687 3.186 0.5560 -0.3549 0.0638 -1.029
O -0.688 -4.024 2.816 0.1060 -0.0902 -0.4885 -0.342
C -1.042 -4.276 1.512 -0.5504 -0.7943 -0.3014 0.333
C -0.777 -3.136 0.567 -0.1845 -0.4090 -0.0375 0.451
O -1.508 -5.341 1.158 0.5942 1.0711 0.5345 -0.599
P 2.935 1.922 0.252 0.0208 0.3664 -0.1254 0.043
C 1.874 2.155 1.777 -0.0818 0.3813 -0.6995 -1.291
C 1.606 2.027 -1.062 -0.5220 0.6631 0.7885 -0.591
C 0.225 1.486 -0.668 -0.0181 -0.5225 -0.6240 -0.784
H 6.069 1.794 -0.660 -0.1579 0.5143 0.2431 0.136
H 7.390 1.995 0.623 0.1107 -0.5264 -0.3346 0.245
H 6.537 -0.041 1.717 -0.1309 0.4004 0.3925 0.248
H 4.146 -2.499 -0.542 -0.0757 -0.0003 0.2122 0.415
H 5.191 -1.427 -1.396 0.1433 0.1196 0.1433 0.522
H 3.392 -2.512 -2.741 0.0777 -0.0163 -0.0961 0.397
H 3.603 -0.810 -2.963 -0.0841 0.2284 -0.0388 0.240
H 1.444 -0.470 -2.523 -0.1317 0.3934 0.3672 -0.964
H 1.498 -1.300 -0.964 -0.0740 0.0132 0.1322 -1.054
H 1.307 -2.626 -3.706 0.1590 -0.4992 0.0462 0.614
H 0.828 -3.368 -2.117 0.1307 -0.3203 -0.2407 0.123
H -0.446 -0.960 -3.499 0.1370 0.1045 -0.0344 -0.087
H -0.892 -1.597 -1.950 -0.2607 0.0029 -0.0298 -0.436
H -0.953 -3.682 -4.086 0.0045 -0.2069 0.1769 0.461
H -1.868 -2.302 -4.551 0.0532 0.0133 -0.0873 0.436
H -2.446 -4.141 -2.266 -0.2708 -0.1156 0.1106 0.294
H -3.488 -3.619 -3.604 0.0378 -0.2996 -0.0338 0.463
H -4.382 -2.551 -1.749 -0.0100 -0.0912 0.1913 0.625
H -2.834 -2.108 -1.075 -0.0079 0.0407 0.0217 0.154
H -2.845 -0.678 -3.514 0.0814 -0.1747 -0.0472 0.156
H -4.529 -0.674 -3.006 0.0046 -0.0134 -0.2817 0.666
H -2.955 1.222 -2.133 -0.0319 0.0791 -0.0522 0.627
H -2.335 0.005 -1.062 0.1002 0.0045 -0.0055 -0.551
H -5.067 -0.313 -0.640 0.0603 -0.1612 -0.0821 0.385
H -3.990 0.661 0.334 -0.1541 -0.0149 0.1539 0.455
H -6.193 1.684 -0.617 -0.0953 0.0356 -0.0314 0.399
H -5.295 1.911 -2.100 -0.0035 -0.0493 -0.0944 0.343
H -3.943 3.596 -1.125 0.2255 0.0993 0.1411 0.303
H -5.405 3.741 -0.139 0.1275 0.3064 -0.0294 0.335
H -4.037 2.853 0.502 0.1720 0.0549 0.0274 0.046
H 3.965 -2.187 2.058 0.0263 -0.0736 -0.0130 0.401
H 4.065 -0.760 3.070 0.0153 -0.0002 0.1133 0.416
H 1.753 -0.436 3.133 -0.2829 0.2836 -0.4127 0.323
H 1.448 -1.417 1.649 -0.3279 0.0993 0.0603 -0.482
H 0.807 -2.296 4.016 -0.1801 -0.3649 -0.0261 0.435
H 2.520 -2.471 4.299 0.0700 0.0248 0.0647 0.359
H 1.870 -3.753 1.757 0.1778 -0.1525 -0.1258 0.101
H 2.622 -4.434 3.234 0.1481 -0.2471 -0.3921 0.484
H 0.525 -4.838 4.264 -0.3338 0.0950 0.1012 0.399
H 0.563 -5.674 2.722 -0.1374 -0.0591 -0.0428 0.395
H -0.820 -2.168 1.053 0.0448 0.0746 0.0405 0.350
H 0.223 -3.304 0.165 0.1732 0.1834 0.0867 -0.255
H -1.454 -3.208 -0.278 -0.0598 0.0344 0.0458 -0.334
H 1.095 1.405 1.885 0.0748 -0.1511 0.2628 0.167
H 2.504 2.226 2.658 0.0330 -0.1922 0.1243 0.444
H 1.373 3.119 1.650 -0.0284 0.0906 0.1610 0.421
H 1.454 3.103 -1.208 0.1485 0.0681 -0.1767 0.571
H 1.940 1.663 -2.028 0.2198 -0.3593 0.0647 0.148
H 0.289 0.612 -0.021 0.0279 -0.0517 0.1267 -0.194
H -0.321 1.154 -1.555 -0.0744 0.0587 -0.0935 -0.001
H -0.398 2.238 -0.188 0.0742 0.0439 0.1990 0.773
C 7.406 4.872 2.298 -0.1591 -0.0651 -0.0737 -0.009
Cl 8.468 4.150 1.081 0.1796 0.3528 0.1261 -0.139
Cl 5.752 4.320 2.097 0.0401 0.0033 -0.0231 -0.035
Cl 8.007 4.532 3.929 0.0158 0.0247 -0.0027 -0.154
H 7.423 5.943 2.155 0.0588 0.0157 0.0318 0.310
C -3.364 4.884 3.457 0.1082 -0.0910 -0.0422 0.017
Cl -4.880 5.097 2.565 -0.0159 0.0605 0.0435 -0.134
Cl -2.651 3.312 3.119 -0.0266 0.0207 0.0272 -0.064
Cl -2.236 6.181 3.070 -0.0303 0.0122 0.0222 -0.127
H -3.591 4.933 4.514 -0.0296 0.0116 0.0038 0.288
C -7.643 3.280 4.307 -0.0547 -0.0922 0.0316 0.483
Cl -7.814 1.664 3.627 0.0195 0.0225 -0.0144 -0.120
Cl -9.224 4.022 4.569 0.0139 0.0194 -0.0077 -0.138
Cl -6.720 3.231 5.811 0.0333 0.0413 -0.0459 -0.133
H -7.098 3.888 3.598 0.0288 0.0098 0.0172 -0.090
C 1.019 1.759 -5.598 -0.0004 0.0110 0.0979 -0.128
Cl -0.706 1.382 -5.721 -0.0208 -0.0020 -0.0152 -0.136
Cl 1.297 3.019 -4.398 -0.0339 -0.0074 -0.1186 -0.096
Cl 1.944 0.311 -5.216 0.0275 -0.0033 -0.0225 -0.072
H 1.349 2.127 -6.560 -0.0228 0.0007 -0.0188 0.418
```
Forces are in eV/Å.

Summary:
LUMO energy	1.67	eV
total charge	-1
molecular weight	919.15	g/mol

***

Taking the records one at a time from the top gives strongest force on any atom values of 2.4 0.6 1.4 eV/Å.
Taking the records one at a time from the top gives gap between HOMO and LUMO values of 8.82 6.05 5.44 eV.